# 1
Density functional theory data (ωB97M-V with the def2-TZVPD basis set) for C4H3NO2 as an isolated structure.

Cartesian coordinates (Å):
O 1.6493 0.7140 -1.1546
O -0.2680 0.8017 1.2496
N 0.0728 -1.0184 0.0323
C 1.7154 -0.0810 -0.2577
C -1.3690 0.5706 0.4958
C 0.6205 -0.1443 0.8566
C -1.1331 -0.4854 -0.3174
H 2.3977 -0.9346 -0.1936
H -2.1932 1.2559 0.6050
H -1.4926 -0.6785 -1.3161

Forces on the atoms, in the same order (eV/Å):
O 0.46 0.24 0.74
O 0.39 0.27 -0.42
N -0.05 0.04 0.17
C 0.45 0.36 -0.04
C -0.19 0.24 -0.39
C 0.06 -0.94 -0.33
C -0.35 0.24 -0.34
H 0.12 0.18 0.02
H 0.02 -0.10 0.12
H -0.91 -0.54 0.46

Properties
ΔE to the lowest compared entry with this formula, charge and spin, kcal/mol: 80.3
M, g/mol: 97.073
Kohn-Sham gap, eV: 9.8
Total energy, eV: -9778.20441


# 2
Density functional theory data (ωB97M-V with the def2-TZVPD basis set) for a single C6H10N2O2 molecule.

Cartesian coordinates (Å):
O 0.9808 -1.5015 -1.2875
O -2.8593 0.6638 0.1017
N -0.6510 0.5879 0.7841
N -1.2248 -0.7478 -0.8544
C 0.5579 -0.1202 0.6173
C -1.7077 0.2760 -0.0071
C 1.6929 0.7838 0.3594
C 0.8671 -1.0629 1.6740
C 1.5166 1.7242 -0.9472
C 0.1833 -0.8977 -0.5886
H 0.6561 -0.5236 2.5904
H 0.2513 -1.9247 1.6202
H 1.8403 -1.5754 1.6475
H 2.6728 0.3112 0.0937
H 2.3650 2.3588 -0.9039
H -1.6493 -1.1012 -1.6947
H 1.7010 0.9973 -1.7398
H 1.9145 1.4233 1.2201
H 0.6939 2.3472 -0.9177
H -0.9479 1.2889 1.4162

Forces on the atoms, in the same order (eV/Å):
O -1.21 0.31 0.85
O 1.25 0.06 -0.45
N -2.28 1.25 0.41
N 2.27 0.30 0.82
C 0.04 0.41 -1.60
C -1.04 -1.60 -0.21
C 2.12 2.60 -2.29
C 0.54 -1.54 2.14
C 2.11 -2.90 2.10
C -0.30 -1.11 -3.40
H 0.44 -0.39 0.60
H -1.29 -0.67 0.22
H 0.13 1.05 -0.07
H -1.06 -0.39 0.68
H 0.93 0.71 -0.20
H -0.15 0.08 0.05
H -0.80 0.65 -0.56
H -0.31 -0.18 0.16
H -2.11 0.76 -0.43
H 0.70 0.60 1.18

Properties
ΔE to the lowest compared entry with this formula, charge and spin, kcal/mol: 1.7
M, g/mol: 142.158
SMILES string: CC[C@@]1(C)NC(=O)NC1=O
Kohn-Sham gap, eV: 11.0
Total energy, eV: -13459.86659


# 3
Density functional theory data (ωB97M-V with the def2-TZVPD basis set) for C29H49BrCuN2OP2 as an isolated structure.

Cartesian coordinates (Å):
Br -5.9760 -1.4669 -3.0525
Cu -0.1471 1.2188 -0.1479
P -2.5392 -1.7790 1.3612
P 0.9609 1.2371 1.7676
O 1.5689 -2.0069 -0.7940
N 3.1977 -3.5765 -0.7297
N 2.3646 5.3425 -3.3035
C -0.1452 1.8213 3.1252
C 0.6671 4.4438 -1.8484
C 0.0949 1.9616 -1.9469
C 2.3706 -4.3807 0.1423
C -2.1721 0.1154 -2.7081
C -3.8309 0.6635 1.5700
C 2.5395 -0.1289 3.7434
C -4.7915 0.9359 -2.1515
C -0.9904 -4.0440 1.8659
C 1.8097 3.0175 -3.4130
C -2.5558 0.0012 1.0391
C 0.8756 3.1426 -2.3589
C -0.8240 3.1286 2.7106
C -4.5588 -0.3211 -2.7469
C -3.7153 1.7629 -1.8416
C 3.5865 -1.5928 -2.0829
C 4.5753 -3.9927 -0.9268
C 1.8545 -0.2273 2.3799
C 3.6709 2.2042 1.3918
C 1.4605 5.5040 -2.3351
C -0.9036 -2.5408 1.5739
C -3.0855 -2.5203 -0.2266
C -4.5239 -3.0255 -0.1367
C 2.6953 -2.3848 -1.1595
C -1.2524 2.0882 -1.4715
C 2.5375 4.1388 -3.8400
C 2.2746 2.5267 1.9260
C -3.2442 -0.6982 -3.0736
C -2.3804 1.3348 -2.0532
H -1.1523 -0.1872 -2.9415
H 2.7095 -1.1408 4.1325
H 3.2850 4.0378 -4.6357
H -5.8172 1.2216 -1.9122
H 4.3926 2.0648 2.2096
H 3.0335 -0.7105 -2.4096
H 0.4700 1.9509 4.0329
H 4.7157 -4.9510 -0.4208
H -4.7279 0.1755 1.1606
H -0.0004 -4.4337 2.1396
H -4.6435 -3.7325 0.6940
H -3.8586 1.7236 1.2854
H 3.8679 -2.1899 -2.9608
H -0.8795 1.0253 3.3305
H 1.3545 6.5020 -1.9000
H 1.8846 3.4251 1.4278
H 2.3284 2.7518 3.0009
H 4.8191 -4.1188 -1.9907
H 3.7081 1.3073 0.7644
H -5.2387 -2.2050 0.0040
H -0.1043 4.6579 -1.1002
H -4.8049 -3.5469 -1.0593
H 4.4992 -1.2714 -1.5619
H 3.5262 0.3441 3.6750
H 2.8754 -5.3442 0.2690
H -1.6553 0.4366 1.5164
H 2.5911 -0.4343 1.5875
H 0.4083 1.0512 -2.4501
H -1.6738 -4.2412 2.7041
H -3.8634 0.5877 2.6681
H 1.3770 -4.5325 -0.2966
H -3.8797 2.7460 -1.3791
H 1.9483 2.0703 -3.9358
H 4.0390 3.0436 0.7907
H 1.9450 0.4034 4.4928
H -0.0974 3.9488 2.6771
H -1.5389 3.0335 -1.0191
H -1.5994 3.3963 3.4332
H -1.3510 -4.6130 0.9978
H -3.0713 -1.6515 -3.5672
H -2.3994 -3.3442 -0.4739
H -0.3063 -2.3217 0.6759
H -1.3041 3.0491 1.7260
H -0.4786 -2.0249 2.4467
H -2.4789 0.1179 -0.0538
H 2.2405 -3.9017 1.1251
H -2.9933 -1.7459 -0.9988
H 5.2878 -3.2682 -0.5053
H 1.1431 -1.0643 2.3571

Forces on the atoms, in the same order (eV/Å):
Br -0.50 -0.36 -0.27
Cu 0.71 -0.49 1.37
P 0.77 -0.70 -2.30
P 1.23 0.35 1.48
O 0.29 0.15 -0.20
N -0.49 0.71 -0.11
N 0.18 0.19 0.16
C 0.08 -0.44 -0.13
C 0.45 0.09 -0.21
C -2.16 1.10 -1.04
C -0.16 -0.22 0.23
C -0.26 -0.02 -0.22
C -0.22 0.11 0.22
C 0.20 -0.12 0.19
C 0.15 -0.40 -0.22
C -0.21 -0.27 0.02
C -0.09 0.03 0.36
C 0.34 0.44 0.60
C 0.89 0.97 0.13
C -0.07 0.09 0.26
C 1.12 1.10 0.36
C 0.55 -0.05 0.35
C -0.20 0.21 -0.03
C 0.51 0.11 -0.31
C -0.18 -0.45 -0.28
C 0.43 0.03 -0.16
C -0.48 -0.94 0.17
C -0.04 0.32 1.30
C -0.57 -0.33 0.41
C -0.49 -0.35 -0.16
C 0.15 -0.77 0.43
C 1.00 0.52 -2.48
C -0.55 -0.34 0.29
C -0.32 0.44 -0.15
C -0.27 0.19 0.11
C -0.73 -0.74 0.62
H -0.29 -0.18 0.02
H -0.02 0.24 -0.07
H -0.35 0.13 0.29
H 0.34 0.06 -0.15
H -0.29 -0.03 -0.26
H 0.13 -0.09 0.01
H -0.35 -0.04 -0.36
H 0.08 0.25 -0.19
H 0.24 0.20 0.11
H -0.30 0.18 -0.13
H -0.01 0.14 -0.20
H 0.00 -0.31 0.09
H 0.01 0.18 0.26
H 0.13 0.28 0.10
H 0.03 -0.28 -0.30
H 0.09 -0.14 0.20
H -0.09 -0.01 -0.26
H -0.10 -0.03 0.27
H -0.02 0.15 0.02
H 0.17 -0.17 -0.02
H 0.43 -0.12 -0.18
H 0.07 0.15 0.22
H -0.18 -0.13 -0.19
H -0.31 0.02 0.00
H -0.38 0.20 0.09
H -0.44 -0.14 -0.12
H -0.25 -0.14 0.21
H -0.22 -0.07 -0.20
H 0.25 0.00 -0.20
H -0.09 0.12 -0.38
H 0.23 -0.01 0.07
H -0.06 -0.48 -0.17
H 0.05 0.13 0.30
H -0.04 -0.26 0.09
H 0.10 -0.08 -0.13
H -0.22 -0.15 -0.05
H 0.07 0.16 -0.20
H 0.11 0.05 -0.10
H 0.14 0.16 0.24
H 0.00 0.19 0.02
H -0.14 0.27 0.21
H -0.03 0.15 -0.01
H 0.06 0.01 0.09
H 0.17 -0.22 -0.28
H -0.07 -0.23 0.29
H 0.05 -0.14 -0.16
H 0.06 -0.13 0.32
H -0.18 -0.22 -0.04
H 0.36 0.22 -0.03

Properties
ΔE to the lowest compared entry with this formula, charge and spin, kcal/mol: 0.0
M, g/mol: 647.122
Kohn-Sham gap (spin up / spin down), eV: 7.0 / 4.6
Total energy, eV: -169139.96793
Expectation value of S²: 0.752
Charge: +2
2S+1: 2